1.
Formula: C3H4N2O
Source: the OMol25 dataset
Level of theory: ωB97M-V/def2-TZVPD

XYZ file:
```
10
Properties=species:S:1:pos:R:3:forces:R:3:mulliken_charge:R:1
C -0.23522 1.51089 -0.14953 -0.08 0.23 0.49 -0.302
C 1.81610 0.00189 0.05485 -1.16 -3.00 1.91 0.585
C -1.55666 -0.59290 -0.05774 -2.13 4.60 1.04 -0.473
N -0.96825 0.55541 -0.18812 -0.73 -2.11 0.47 -0.073
N 1.47208 -0.82613 0.84187 2.95 3.55 -3.64 -0.361
O 2.15835 0.65636 -0.82844 1.03 1.50 -1.29 -0.443
H -0.09491 1.99272 -1.08250 0.10 1.02 -0.86 0.234
H -2.59962 -0.49825 0.31131 0.82 -0.70 -0.53 0.231
H -1.05133 -1.41644 -0.34941 1.31 -2.67 -0.65 0.374
H 1.05946 -1.38356 1.44771 -2.10 -2.42 3.05 0.229
```
Forces are in eV/Å.

The HOMO-LUMO gap comes out at 0.3369 Ha. The calculation puts the energy at -301.3408 Eh.

2.
Formula: C20H37FIN2O2
Source: the OMol25 dataset
Level of theory: ωB97M-V/def2-TZVPD

XYZ file:
```
63
Properties=species:S:1:pos:R:3:forces:R:3:mulliken_charge:R:1
C 2.26208 0.31050 0.83949 0.23 -0.30 -0.29 -0.786
C 2.13946 0.36909 -0.72946 -0.14 -0.74 0.28 -0.321
C 2.37445 -1.00060 -1.45254 -0.33 -0.56 0.27 -0.639
C 1.42608 -2.15099 -0.96743 -1.04 0.96 -0.29 -0.875
C -0.09482 -1.76896 -1.19404 0.98 -0.66 0.24 1.127
C -0.94819 -3.07370 -1.11719 -0.59 0.50 -0.96 -1.034
C -2.48140 -2.81834 -0.91039 0.26 -0.79 0.78 -0.847
C -2.80609 -1.99392 0.39464 -0.72 -1.00 -0.56 -0.460
C -3.95696 -0.96406 0.14768 0.11 0.02 1.20 -1.563
C -3.57922 0.53694 0.49028 -2.82 -1.05 -1.39 1.847
C -4.96786 1.30991 0.26823 0.62 0.33 1.55 -1.674
C -4.81517 2.82222 -0.10284 -1.47 0.02 -0.68 -0.386
C -5.03516 2.97539 -1.66449 -0.46 -0.92 0.65 -1.025
I -3.54122 4.15044 -2.68277 -0.57 -0.18 0.15 -0.046
C -2.57542 1.05868 -0.58724 2.16 -1.40 -2.71 -0.041
O -1.89114 2.09073 -0.50063 -0.63 0.72 1.80 -0.625
O -2.44678 0.30763 -1.62398 -1.27 0.22 1.51 -0.754
N -3.22154 0.76322 1.89214 1.73 1.48 -0.82 0.079
F -3.87394 -0.11100 2.77102 -0.43 -0.83 -0.03 -0.307
C -1.79252 0.76563 2.21936 0.85 0.54 1.57 0.463
C -1.32190 2.25854 2.51046 -0.63 -0.53 0.15 -1.039
H 1.36237 0.77045 1.30029 0.77 -0.08 -0.10 -0.050
H 2.32862 -0.73211 1.23892 -0.10 0.71 -0.43 0.248
H 3.20316 0.81660 1.16042 -0.79 -0.15 0.00 0.296
H 2.88478 1.09287 -1.12790 -0.72 -0.33 0.17 0.450
H 1.09876 0.69288 -0.97195 0.89 0.03 -0.01 0.236
H 2.16794 -0.82418 -2.53907 0.36 -0.26 0.75 0.344
H 3.41629 -1.38190 -1.34076 -0.58 0.60 -0.14 0.166
H 1.51392 -2.32976 0.13549 0.25 -0.06 -0.89 0.182
H 1.63320 -3.09984 -1.51193 0.11 0.56 0.36 0.412
H -0.33465 -1.01605 -0.41385 -0.24 -0.52 -0.54 -0.920
H -0.25123 -1.26143 -2.17659 0.07 -0.38 0.76 0.377
H -0.84736 -3.57169 -2.11962 0.05 0.25 0.77 0.330
H -0.54282 -3.81944 -0.38654 -0.33 0.78 -0.22 0.311
H -2.96692 -2.36691 -1.80055 0.64 0.01 0.54 0.398
H -2.94750 -3.83362 -0.78139 0.24 0.75 -0.23 0.292
H -1.87257 -1.57820 0.81895 -0.70 0.06 -0.32 0.198
H -3.18940 -2.73592 1.14402 0.48 0.63 -0.39 0.462
H -4.36823 -1.05044 -0.88279 0.70 0.35 0.68 0.556
H -4.81792 -1.23895 0.81640 0.68 0.30 -0.39 0.492
H -5.63989 0.73226 -0.40542 0.55 0.65 0.11 0.413
H -5.45815 1.27525 1.27732 0.31 -0.10 -0.79 0.460
H -3.89300 3.30783 0.26978 -0.35 -0.67 -0.34 0.285
H -5.68110 3.35609 0.37178 0.75 -0.26 -0.29 0.301
H -5.03664 1.94757 -2.09969 0.50 0.96 0.03 0.336
H -6.06186 3.36397 -1.86672 1.02 0.14 0.01 0.497
H -1.11280 0.24129 1.51634 -0.62 0.44 0.07 -0.611
H -1.68455 0.24317 3.20321 -0.28 0.12 -0.89 0.574
H -2.19064 2.90281 2.25346 0.88 -0.25 -0.15 0.264
H -1.17517 2.39074 3.61368 0.18 -0.13 -0.86 0.321
H -0.41250 2.53455 1.93745 -0.71 -0.07 0.37 0.265
C 6.72428 -1.12758 1.00570 0.04 -0.05 0.02 -1.084
C 7.61124 -0.07874 0.34275 0.01 -0.25 0.20 -0.430
C 6.80932 1.04747 -0.31453 -0.09 -0.38 -0.30 -0.383
C 5.92894 0.49675 -1.37064 0.44 0.62 0.62 0.243
N 5.24351 0.07113 -2.18236 0.00 -0.14 -0.39 -0.433
H 6.08483 -1.63090 0.27795 -0.03 0.09 0.01 0.311
H 7.33601 -1.89398 1.48521 -0.03 0.04 0.02 0.336
H 6.08615 -0.67579 1.76902 -0.01 -0.04 -0.04 0.291
H 8.24235 -0.56721 -0.40435 -0.01 0.12 -0.02 0.291
H 8.27798 0.35155 1.09435 -0.01 0.09 -0.09 0.307
H 7.48355 1.77912 -0.76266 -0.11 0.02 -0.05 0.300
H 6.19491 1.56297 0.42648 -0.05 -0.02 -0.07 0.271
```
Forces are in eV/Å.

The HOMO-LUMO gap comes out at 0.2483 Ha. The calculation puts the energy at -1441.7497 Eh. The charge is -1.

3.
Formula: C10H9Cl2O2S
Source: the OMol25 dataset
Level of theory: ωB97M-V/def2-TZVPD

XYZ file:
```
24
Properties=species:S:1:pos:R:3:forces:R:3:mulliken_charge:R:1
C -1.36414 0.60362 -1.74340 1.56 -2.23 0.56 -0.938
S 0.36103 0.28135 -1.05078 -1.22 0.05 -0.22 0.108
C 0.07191 -0.51878 0.45310 0.51 0.16 -0.02 0.298
C 1.06056 -1.15939 1.19295 -2.01 0.10 -1.17 -0.576
C 2.44521 -1.22144 1.07150 0.23 2.63 -1.67 -0.440
C 3.27297 -0.23566 0.57344 -3.67 -0.26 0.86 0.467
Cl 4.84739 -0.61095 0.20248 2.30 -0.39 -0.41 -0.259
C 2.84934 1.13319 0.36711 -0.53 -1.96 1.13 -0.485
C 1.69456 1.67153 0.73678 1.04 0.45 0.71 -0.611
Cl 1.47225 3.37753 0.77008 -0.17 0.22 -0.15 -0.218
C -1.28416 -0.40402 0.94402 -2.38 -1.82 0.79 -0.575
C -2.13099 0.64028 0.99876 2.85 0.92 0.42 -0.289
C -3.66530 0.46970 0.95229 1.14 -1.43 1.09 0.471
O -4.24820 -0.30231 1.75300 0.37 1.24 -0.91 -0.726
O -3.96588 1.02117 -0.11142 -1.55 0.55 -0.70 -0.638
H -1.41174 1.63121 -1.81569 -0.45 2.04 -0.41 0.295
H -2.19768 0.18780 -1.21171 0.01 0.16 0.60 0.354
H -1.35704 0.06381 -2.65383 0.21 0.00 -1.40 0.443
H 0.60427 -1.96638 1.71801 -0.22 -0.24 1.23 0.368
H 2.80354 -2.13774 1.32996 1.60 -2.34 0.75 0.461
H 3.57453 1.69304 -0.04105 2.36 2.29 -1.58 0.485
H 1.06260 1.06980 1.34118 -0.86 0.45 0.35 0.528
H -1.79520 -1.35456 1.20044 0.51 0.19 -0.02 0.172
H -1.55671 1.60552 0.77620 -1.63 -0.77 0.18 0.305
```
Forces are in eV/Å.

The HOMO-LUMO gap (alpha / beta) comes out at 0.2556 / 0.2556 Ha. The calculation puts the energy at -1855.4357 Eh. The charge is -1. As for the structure (SMILES): CSC(=C\C=C(Cl)/C=C/Cl)/C=C/C(=O)[O-].

4.
Formula: C5H11N3
Source: the OMol25 dataset
Level of theory: ωB97M-V/def2-TZVPD

XYZ file:
```
19
Properties=species:S:1:pos:R:3:forces:R:3:mulliken_charge:R:1
C -1.34649 0.54713 -0.34890 0.72 -1.25 0.48 -0.621
C -0.19562 -1.51738 -1.15487 0.22 0.28 -0.18 -1.110
C 2.17244 -0.70139 0.67168 -0.18 0.08 -0.39 -1.281
C -1.76800 1.12847 0.99509 0.20 -0.10 -0.19 -1.119
C 1.03914 0.12241 0.14229 0.94 0.93 0.09 0.590
N 1.29121 1.38195 -0.18988 -1.07 -1.30 0.41 0.544
N 1.15461 2.51066 -0.30562 0.41 0.49 -0.25 -0.807
N -0.19340 -0.44092 -0.17416 -1.71 1.08 -0.38 0.011
H -2.16747 -0.04245 -0.76350 0.08 0.04 0.01 0.401
H -1.13826 1.34384 -1.07725 0.28 -0.14 0.09 0.381
H 0.05380 -1.16000 -2.16550 0.01 -0.11 0.02 0.338
H 0.51703 -2.28754 -0.86259 0.06 0.03 -0.03 0.347
H -1.17905 -1.97425 -1.17993 -0.14 -0.06 0.01 0.380
H 1.83181 -1.32143 1.49407 -0.09 -0.12 0.14 0.306
H 2.96500 -0.05188 1.02881 0.13 0.05 0.03 0.424
H 2.58687 -1.35099 -0.10566 0.09 -0.06 0.13 0.263
H -2.55422 1.86855 0.85702 0.01 0.11 -0.01 0.365
H -2.15029 0.34692 1.64914 0.04 -0.08 0.00 0.306
H -0.91910 1.59830 1.48974 -0.01 0.12 0.02 0.283
```
Forces are in eV/Å.

The HOMO-LUMO gap comes out at 0.2967 Ha. The calculation puts the energy at -361.2937 Eh.

5.
Formula: C2H3NO3
Source: the OMol25 dataset
Level of theory: ωB97M-V/def2-TZVPD

XYZ file:
```
9
Properties=species:S:1:pos:R:3:forces:R:3:mulliken_charge:R:1
C -1.35109 0.01389 0.00528 3.62 1.57 -2.80 -0.629
N -0.10414 -0.12011 0.65828 2.65 0.37 2.88 0.044
O 0.84871 0.95293 0.33499 -0.31 -0.52 -0.44 -0.252
C 1.71632 0.01130 -0.15778 -0.89 -0.51 0.21 0.624
O 2.78724 0.07048 -0.64694 -0.56 -0.02 0.45 -0.446
O 0.86855 -1.06461 0.13226 -0.17 0.92 -1.06 -0.233
H -1.65803 -0.94456 -0.04925 -1.43 -3.19 -0.99 0.257
H -1.96635 0.50076 0.63700 -2.00 1.92 2.06 0.276
H -1.14121 0.57992 -0.91383 -0.90 -0.53 -0.30 0.360
```
Forces are in eV/Å.

The HOMO-LUMO gap comes out at 0.4077 Ha. The calculation puts the energy at -358.3600 Eh. As for the structure (SMILES): Cn1oc(=O)o1.